Entry from the Open Molecules 2025 dataset: a cluster of 8 separate species, C7H28O8 in total (ωB97M-V/def2-TZVPD).

```
! wB97M-V def2-TZVPD RIJCOSX def2/J DEFGRID3
* xyz 0 1
C 0.637 -1.298 2.808
C 0.542 -0.050 2.357
C 0.879 1.143 3.007
C 0.169 -0.004 0.840
C -0.032 1.542 0.382
C -1.407 2.061 0.575
C -2.413 1.459 -0.387
O -1.686 1.366 -1.762
H 0.751 -2.285 2.319
H 0.681 -1.385 3.919
H 1.662 1.695 2.431
H -0.065 1.792 3.141
H 1.482 1.040 3.919
H -0.764 -0.619 0.590
H 0.996 -0.578 0.326
H 0.262 1.889 -0.710
H 0.779 2.121 0.861
H -1.385 3.150 0.388
H -1.767 1.853 1.591
H -3.176 2.102 -0.658
H -2.644 0.382 -0.170
H -1.181 0.536 -1.777
O 0.989 -3.431 -0.001
H 0.118 -2.943 -0.079
H 1.525 -2.924 -0.665
O 3.010 -1.725 -0.958
H 3.498 -1.959 -0.158
H 2.886 -0.750 -1.166
O 0.838 -1.556 -2.533
H 1.167 -2.113 -3.206
H 1.556 -1.107 -2.161
O 0.289 2.740 -2.826
H 0.821 3.408 -2.449
H -0.487 2.634 -2.272
O -3.107 -1.674 -1.702
H -3.063 -2.449 -1.131
H -2.826 -1.880 -2.619
O -2.376 -1.819 2.654
H -1.501 -2.145 2.872
H -2.303 -0.881 2.231
O 2.407 0.733 -2.443
H 2.647 0.720 -3.282
H 1.591 1.209 -2.094
*
```

Computed properties:
Relative energy (zero: lowest compared OMol25 entry of this formula, charge and spin) (kcal/mol): 93.8
Energy (hartree): -885.2932
Gap between HOMO and LUMO (eV): 9.55
SMILES: C=C(C)CCCCO.O.O.O.O.O.O.O
LUMO (eV): 0.328